Computed, not measured: the molecule C26H26N6O2 at a distorted geometry, with the ωB97M-V functional and the def2-TZVPD basis.

ORCA input file:
```
! wB97M-V def2-TZVPD RIJCOSX def2/J DEFGRID3
* xyz 0 1
C 5.620 3.171 -1.993
C 4.810 3.190 -0.695
C 4.235 1.831 -0.416
C 4.991 0.875 0.269
C 4.506 -0.393 0.494
C 3.235 -0.742 0.037
N 2.726 -1.998 0.222
C 1.466 -2.415 -0.137
O 1.135 -3.577 0.031
C 0.626 -1.386 -0.747
C -0.812 -1.760 -0.996
N -1.777 -1.135 -0.097
C -1.726 -1.593 1.285
C -0.437 -1.381 2.048
C 0.255 -2.481 2.541
C 1.457 -2.324 3.206
C 1.995 -1.061 3.383
C 1.299 0.045 2.927
C 0.085 -0.113 2.284
C -1.912 0.301 -0.263
C -2.377 0.608 -1.637
N -1.803 1.386 -2.525
N -2.571 1.349 -3.608
N -3.573 0.596 -3.438
N -3.498 0.096 -2.202
C -4.483 -0.788 -1.629
C -5.427 -0.028 -0.756
C -6.546 0.695 -1.049
C -7.003 1.230 0.180
C -6.126 0.798 1.124
O -5.165 0.040 0.569
C 1.139 -0.172 -1.052
C 2.456 0.207 -0.648
C 2.979 1.485 -0.869
H 4.985 2.888 -2.829
H 6.433 2.451 -1.922
H 6.042 4.153 -2.192
H 5.459 3.494 0.130
H 4.005 3.921 -0.785
H 5.975 1.140 0.629
H 5.100 -1.124 1.024
H 3.309 -2.695 0.670
H -0.907 -2.842 -0.876
H -1.093 -1.493 -2.020
H -2.551 -1.098 1.810
H -1.938 -2.666 1.261
H -0.141 -3.473 2.386
H 1.979 -3.194 3.579
H 2.944 -0.935 3.884
H 1.700 1.037 3.077
H -0.458 0.767 1.974
H -2.670 0.648 0.448
H -0.986 0.867 -0.092
H -5.021 -1.247 -2.460
H -3.954 -1.540 -1.038
H -6.986 0.827 -2.016
H -7.863 1.849 0.333
H -6.077 0.952 2.184
H 0.555 0.552 -1.604
H 2.374 2.207 -1.399
*
```

Results
**Orbital gap**: 8.41 eV
**Relative energy (zero: lowest compared OMol25 entry of this formula, charge and spin)**: 13.5 kcal per mole
**M**: 454.5 g mol⁻¹
**SMILES string**: CCc1ccc2[nH]c(=O)c(CN(Cc3ccccc3)Cc3nnnn3Cc3ccco3)cc2c1